# 1
{"formula": "C23H29NO6", "method": "ωB97M-V with the def2-TZVPD basis set", "lumo_ha": 0.0166, "de_lowest_kj_mol": 178.2, "total_energy_ha": -1400.06778, "multiplicity": 1, "homo_energy_ha": -0.295, "total_charge": 0, "symbols": ["C", "C", "C", "C", "C", "C", "O", "C", "C", "O", "N", "C", "C", "C", "O", "C", "C", "C", "C", "C", "C", "O", "C", "O", "C", "C", "C", "C", "C", "O", "H", "H", "H", "H", "H", "H", "H", "H", "H", "H", "H", "H", "H", "H", "H", "H", "H", "H", "H", "H", "H", "H", "H", "H", "H", "H", "H", "H", "H"], "positions_angstrom": [[2.632, 1.260, 4.550], [2.424, 0.963, 3.095], [1.580, 0.002, 2.625], [0.834, -0.871, 3.584], [1.429, -0.176, 1.199], [0.515, -1.058, 0.561], [-0.357, -1.738, 1.358], [-1.338, -2.559, 0.767], [-2.330, -1.869, -0.179], [-2.673, -2.431, -1.203], [-2.791, -0.655, 0.176], [-2.530, 0.017, 1.434], [-3.696, 0.940, 1.800], [-5.024, 0.270, 1.426], [-6.132, 0.953, 1.956], [-5.101, 0.123, -0.105], [-3.697, 0.040, -0.716], [0.516, -1.184, -0.811], [1.391, -0.442, -1.612], [2.254, 0.477, -1.031], [2.255, 0.591, 0.361], [3.113, 1.511, 0.857], [3.214, 1.780, 2.190], [3.967, 2.668, 2.521], [3.139, 1.347, -1.875], [2.634, 1.339, -3.314], [2.316, -0.087, -3.778], [3.555, -0.986, -3.745], [1.713, -0.074, -5.183], [1.305, -0.660, -2.937], [3.285, 2.125, 4.633], [1.689, 1.480, 5.046], [3.107, 0.422, 5.060], [1.241, -0.782, 4.585], [0.892, -1.909, 3.270], [-0.217, -0.590, 3.608], [-1.893, -2.986, 1.610], [-0.882, -3.384, 0.204], [-1.602, 0.600, 1.368], [-2.407, -0.733, 2.218], [-3.675, 1.142, 2.871], [-3.614, 1.896, 1.278], [-5.064, -0.718, 1.898], [-6.159, 1.843, 1.587], [-5.624, 0.985, -0.525], [-5.676, -0.768, -0.357], [-3.293, 1.039, -0.903], [-3.718, -0.511, -1.656], [-0.156, -1.851, -1.323], [4.172, 0.992, -1.825], [3.137, 2.362, -1.475], [1.716, 1.928, -3.377], [3.371, 1.784, -3.983], [3.312, -1.959, -4.164], [3.895, -1.133, -2.723], [4.358, -0.541, -4.326], [2.444, 0.285, -5.901], [0.839, 0.572, -5.210], [1.405, -1.078, -5.458]], "nbo_charge": [-0.6446, -0.1723, 0.1025, -0.6462, -0.1685, 0.3413, -0.5062, -0.1632, 0.6583, -0.6305, -0.4388, -0.2039, -0.4413, 0.1051, -0.7042, -0.4325, -0.2294, -0.3956, 0.4396, -0.1844, 0.3682, -0.4614, 0.7549, -0.5857, -0.4192, -0.4244, 0.2657, -0.6395, -0.6112, -0.5096, 0.2554, 0.2147, 0.2170, 0.2198, 0.2379, 0.2280, 0.2164, 0.2156, 0.2032, 0.2053, 0.2299, 0.1969, 0.1760, 0.4603, 0.2067, 0.2208, 0.1897, 0.2551, 0.2461, 0.2160, 0.2368, 0.2106, 0.2195, 0.2197, 0.2170, 0.2148, 0.2123, 0.2158, 0.2196]}

---

# 2
{"formula": "C12H18Si", "method": "ωB97M-V with the def2-TZVPD basis set", "lumo_ha": 0.0296, "de_lowest_kj_mol": 161.7, "total_energy_ha": -757.48977, "multiplicity": 1, "homo_energy_ha": -0.318, "total_charge": 0, "symbols": ["C", "C", "C", "C", "C", "C", "C", "C", "C", "C", "Si", "C", "C", "H", "H", "H", "H", "H", "H", "H", "H", "H", "H", "H", "H", "H", "H", "H", "H", "H", "H"], "positions_angstrom": [[-2.540, 1.124, -0.773], [-1.357, 0.937, 0.230], [-1.524, 1.507, 1.532], [0.002, 1.680, -0.435], [1.257, 0.817, -0.279], [2.499, 1.431, -0.371], [3.588, 0.613, -0.150], [3.524, -0.745, 0.243], [2.227, -1.312, 0.407], [1.204, -0.520, 0.095], [-0.627, -0.921, 0.172], [-1.470, -2.368, 1.128], [-0.616, -1.698, -1.665], [-3.120, 0.222, -0.797], [-2.145, 1.180, -1.759], [-3.212, 2.038, -0.696], [-1.602, 2.574, 1.632], [-2.532, 1.169, 1.831], [-0.872, 1.242, 2.330], [0.211, 2.525, 0.195], [-0.152, 1.862, -1.472], [2.798, 2.448, -0.577], [4.522, 1.096, -0.232], [4.480, -1.162, 0.442], [2.115, -2.312, 0.780], [-0.982, -2.523, 2.123], [-2.463, -1.971, 1.320], [-1.578, -3.315, 0.681], [-0.446, -0.946, -2.396], [0.196, -2.350, -1.748], [-1.383, -2.320, -1.792]], "nbo_charge": [-0.6157, -0.3786, -0.6362, -0.4207, -0.0331, -0.2127, -0.2037, -0.2144, -0.2288, -0.3883, 1.5638, -1.0888, -1.0317, 0.2061, 0.2104, 0.2123, 0.2069, 0.2067, 0.2165, 0.2137, 0.2153, 0.2153, 0.1976, 0.2120, 0.2114, 0.2361, 0.2359, 0.2419, 0.2195, 0.2235, 0.2077]}

---

# 3
{"formula": "C4H10NO", "method": "ωB97M-V with the def2-TZVPD basis set", "lumo_ha": 0.1608, "de_lowest_kj_mol": 91.4, "total_energy_ha": -288.35684, "multiplicity": 1, "homo_energy_ha": -0.080, "total_charge": -1, "symbols": ["C", "N", "C", "C", "C", "O", "H", "H", "H", "H", "H", "H", "H", "H", "H", "H"], "positions_angstrom": [[0.865, 0.600, -1.376], [0.041, 1.031, -0.272], [0.844, 1.188, 0.948], [-1.124, 0.146, -0.096], [-0.880, -1.392, 0.138], [0.320, -1.741, 0.632], [0.261, 0.488, -2.275], [1.447, -0.325, -1.251], [1.567, 1.390, -1.653], [1.796, 1.661, 0.706], [1.016, 0.214, 1.394], [0.292, 1.813, 1.670], [-1.693, 0.548, 0.744], [-1.698, 0.253, -1.013], [-1.138, -1.892, -0.844], [-1.755, -1.738, 0.767]], "nbo_charge": [-0.4127, -0.4642, -0.4312, -0.2498, -0.0267, -0.9572, 0.1752, 0.1991, 0.1592, 0.1673, 0.2426, 0.1622, 0.1616, 0.1603, 0.0511, 0.0632]}

---

# 4
{"formula": "C5H8NO", "method": "ωB97M-V with the def2-TZVPD basis set", "lumo_ha": -0.2068, "de_lowest_kj_mol": 226.5, "total_energy_ha": -324.95268, "multiplicity": 1, "homo_energy_ha": -0.574, "total_charge": 1, "symbols": ["C", "N", "C", "O", "C", "C", "C", "H", "H", "H", "H", "H", "H", "H", "H"], "positions_angstrom": [[-2.720, 1.380, 0.590], [-2.247, 0.431, 0.196], [-1.563, -0.745, -0.429], [-2.175, -1.698, -0.528], [-0.091, -0.278, -0.719], [0.867, -0.501, 0.431], [2.200, 0.171, 0.135], [-3.248, 2.273, 0.857], [0.132, -1.071, -1.552], [0.000, 0.830, -1.194], [0.980, -1.535, 0.569], [0.335, -0.062, 1.289], [1.984, 1.141, -0.224], [2.787, -0.469, -0.525], [2.758, 0.133, 1.104]], "nbo_charge": [0.4794, -0.2766, 0.7193, -0.3534, -0.4984, -0.3919, -0.6014, 0.3041, 0.2669, 0.2583, 0.2295, 0.1878, 0.2072, 0.2304, 0.2389]}

---

# 5
{"formula": "C35H23Cl5MnN2O5PS", "method": "ωB97M-V with the def2-TZVPD basis set", "lumo_ha": [-0.0686, -0.0433], "de_lowest_kj_mol": 81.7, "total_energy_ha": -6024.85633, "multiplicity": 5, "homo_energy_ha": [-0.299, -0.299], "s_squared": 6.05, "total_charge": 0, "symbols": ["Mn", "Cl", "C", "C", "Cl", "C", "Cl", "C", "O", "C", "Cl", "C", "Cl", "O", "C", "O", "C", "P", "C", "C", "C", "C", "C", "C", "C", "C", "C", "C", "C", "C", "H", "H", "H", "H", "H", "H", "H", "H", "H", "H", "H", "H", "O", "S", "O", "N", "C", "C", "C", "C", "C", "C", "C", "C", "N", "C", "C", "C", "C", "C", "C", "C", "H", "H", "H", "H", "H", "H", "H", "H", "H", "H", "H"], "positions_angstrom": [[-0.564, 0.914, 0.826], [-3.637, 4.478, 6.219], [-2.788, 3.398, 5.186], [-2.565, 3.734, 3.853], [-3.117, 5.230, 3.215], [-1.893, 2.847, 3.033], [-1.604, 3.183, 1.356], [-1.417, 1.612, 3.482], [-0.813, 0.768, 2.681], [-1.643, 1.295, 4.826], [-1.064, -0.224, 5.393], [-2.322, 2.171, 5.665], [-2.601, 1.737, 7.303], [2.979, 2.402, 2.091], [2.436, 1.801, 1.191], [1.140, 1.756, 1.029], [3.293, 1.078, 0.145], [2.509, -0.425, -0.582], [2.664, -1.602, 0.821], [2.225, -2.915, 0.625], [2.316, -3.858, 1.638], [2.823, -3.497, 2.879], [3.203, -2.183, 3.106], [3.117, -1.238, 2.090], [3.881, -0.949, -1.714], [4.389, -2.243, -1.796], [5.395, -2.561, -2.701], [5.919, -1.592, -3.540], [5.410, -0.303, -3.485], [4.392, 0.009, -2.596], [4.264, 0.836, 0.571], [3.440, 1.808, -0.651], [1.790, -3.194, -0.330], [1.982, -4.874, 1.457], [2.914, -4.237, 3.665], [3.578, -1.889, 4.079], [3.412, -0.218, 2.303], [4.029, -3.020, -1.139], [5.774, -3.575, -2.743], [6.711, -1.838, -4.236], [5.809, 0.469, -4.131], [3.986, 1.012, -2.606], [-0.376, 1.775, -3.298], [-0.992, 2.102, -2.047], [-0.434, 3.151, -1.240], [-1.070, 0.803, -1.051], [-1.568, -0.422, -1.508], [-2.036, -0.745, -2.763], [-2.499, -2.049, -3.031], [-2.502, -3.029, -2.079], [-2.056, -2.726, -0.775], [-2.035, -3.640, 0.301], [-1.602, -3.235, 1.535], [-1.194, -1.909, 1.722], [-1.209, -1.034, 0.741], [-1.614, -1.420, -0.505], [-2.691, 2.505, -2.393], [-3.705, 2.201, -1.495], [-4.999, 2.618, -1.769], [-5.268, 3.327, -2.932], [-4.249, 3.612, -3.832], [-2.953, 3.200, -3.566], [-2.023, -0.007, -3.551], [-2.865, -2.272, -4.025], [-2.840, -4.032, -2.307], [-2.365, -4.660, 0.135], [-1.580, -3.913, 2.376], [-0.856, -1.551, 2.687], [-3.488, 1.634, -0.602], [-5.795, 2.393, -1.071], [-6.278, 3.657, -3.139], [-4.465, 4.160, -4.740], [-2.142, 3.403, -4.255]], "mulliken_spin": [3.8144, 0.0011, 0.0094, -0.0058, 0.0002, -0.0227, 0.0449, 0.0281, -0.0089, 0.0009, 0.0011, -0.0048, -0.0007, 0.0174, -0.0062, 0.0874, 0.0019, 0.0315, -0.0058, 0.0035, -0.0006, -0.0001, 0.0000, -0.0004, 0.0035, 0.0002, -0.0002, 0.0004, 0.0000, -0.0003, -0.0003, 0.0003, 0.0007, 0.0001, 0.0000, 0.0000, -0.0013, 0.0000, 0.0000, 0.0000, 0.0000, 0.0001, 0.0018, 0.0103, 0.0105, -0.0896, 0.0252, 0.0210, -0.0100, 0.0162, -0.0103, 0.0137, -0.0111, 0.0189, 0.0086, -0.0163, 0.0037, -0.0026, -0.0006, 0.0000, -0.0003, -0.0010, 0.0024, -0.0009, 0.0004, 0.0001, -0.0003, -0.0040, 0.0251, 0.0000, 0.0000, 0.0000, 0.0000]}